Record 1
Below is 2 unconnected molecules or ions with the total composition C11H12N2O2, with properties calculated with wB97M-V/def2-TZVPD.

Structure (XYZ):
```
27
Properties=species:S:1:pos:R:3
C 2.070 0.488 1.860
C 1.939 1.580 2.662
C -0.356 1.704 2.345
C 0.918 -0.046 1.175
C -0.410 0.475 1.493
C 0.726 1.713 -1.219
C -1.667 0.036 1.043
C 1.184 -0.877 0.167
C 0.207 0.632 -1.662
C -1.859 -1.238 0.374
C -0.355 -0.344 -2.249
N 0.681 2.229 2.881
N 1.784 -1.836 -0.429
O 2.345 -1.599 -1.710
O 1.801 -3.010 -0.076
H 3.033 0.046 1.741
H 2.736 2.134 3.063
H -1.292 2.019 2.734
H 0.845 1.884 -0.133
H 1.155 2.577 -1.838
H -2.529 0.694 1.314
H -2.169 -1.044 -0.601
H -2.681 -1.771 0.862
H -0.847 -1.760 0.172
H 2.255 -2.450 -2.165
H -1.505 -0.476 -2.421
H 0.089 -1.244 -2.609
```

- 2S+1: 1
- HOMO (spin up / spin down): -8.0893 / -8.0886 eV
- ΔE to the lowest compared entry with this formula, charge and spin: 10.691 eV

Atomic charges from the Löwdin analysis, expressed in e, are listed below: atom 1 (C): -0.02, atom 2 (C): -0.09, atom 3 (C): -0.12, atom 4 (C): -0.19, atom 5 (C): -0.15, atom 6 (C): 0.03, atom 7 (C): -0.04, atom 8 (C): 0.01, atom 9 (C): -0.23, atom 10 (C): -0.08, atom 11 (C): -0.01, atom 12 (N): 0.06, atom 13 (N): -0.31, atom 14 (O): 0.05, atom 15 (O): -0.01, atom 16 (H): 0.11, atom 17 (H): 0.08, atom 18 (H): 0.10, atom 19 (H): 0.06, atom 20 (H): 0.11, atom 21 (H): 0.13, atom 22 (H): 0.03, atom 23 (H): 0.10, atom 24 (H): 0.11, atom 25 (H): 0.12, atom 26 (H): 0.11, atom 27 (H): 0.05

Record 2
Below is 2 unconnected molecules or ions with the total composition C11H12NO2, with properties calculated with wB97M-V/def2-TZVPD.

Structure (XYZ):
```
26
Properties=species:S:1:pos:R:3
C 0.428 -1.573 3.789
C 1.324 -0.425 1.661
C -0.537 0.135 0.636
C 0.330 -0.963 2.419
C -0.899 -0.677 1.731
C -1.501 0.663 -0.225
C -2.812 0.317 -0.043
C -2.265 -0.909 1.976
C -3.203 -0.500 1.057
N 0.816 0.280 0.587
H 1.311 0.394 -0.335
H 2.385 -0.339 1.834
H -1.132 1.189 -1.095
H 1.468 -1.577 4.129
H 0.143 -2.631 3.820
H -3.668 0.789 -0.523
H -2.421 -1.735 2.669
H -4.271 -0.639 1.212
H -0.205 -1.003 4.470
C 1.082 1.827 -3.765
C 1.929 0.753 -3.069
O 1.809 0.633 -1.817
O 2.693 0.111 -3.806
H 0.455 2.378 -3.069
H 0.367 1.316 -4.419
H 1.728 2.464 -4.368
```

- 2S+1: 1
- Total charge: -1
- HOMO: -4.7383 eV
- ΔE to the lowest compared entry with this formula, charge and spin: 0.481 eV

Atomic charges from the Löwdin analysis, expressed in e, are listed below: atom 1 (C): -0.07, atom 2 (C): -0.06, atom 3 (C): -0.22, atom 4 (C): -0.25, atom 5 (C): -0.15, atom 6 (C): -0.02, atom 7 (C): -0.12, atom 8 (C): -0.06, atom 9 (C): -0.13, atom 10 (N): 0.09, atom 11 (H): 0.08, atom 12 (H): 0.12, atom 13 (H): 0.10, atom 14 (H): 0.07, atom 15 (H): 0.07, atom 16 (H): 0.09, atom 17 (H): 0.10, atom 18 (H): 0.08, atom 19 (H): 0.07, atom 20 (C): -0.05, atom 21 (C): -0.75, atom 22 (O): -0.10, atom 23 (O): -0.07, atom 24 (H): 0.05, atom 25 (H): 0.06, atom 26 (H): 0.06

Record 3
Below is 2 unconnected molecules or ions with the total composition C11H12NO2, with properties calculated with wB97M-V/def2-TZVPD.

Structure (XYZ):
```
26
Properties=species:S:1:pos:R:3
C 0.081 -2.408 -2.455
C 0.517 -0.106 0.554
C 0.880 -0.581 -0.877
C -0.133 -1.423 -1.366
C -0.988 -1.617 -0.303
C 1.295 0.824 1.207
C 2.487 1.264 0.579
C 2.839 0.862 -0.681
C 2.138 -0.217 -1.300
N -0.498 -0.911 0.836
H 1.145 1.009 2.251
H 3.105 2.019 1.133
H -1.197 -0.686 1.705
H 3.611 1.474 -1.023
H -1.872 -2.240 -0.041
H 2.691 -0.494 -2.136
H 0.509 -3.277 -2.129
H 0.557 -1.950 -3.440
H -0.865 -2.794 -2.857
C -2.236 1.858 0.838
C -2.303 1.271 2.278
O -2.638 2.151 3.105
O -2.062 0.098 2.558
H -1.339 1.651 0.158
H -2.549 2.864 1.085
H -3.173 1.358 0.323
```

- 2S+1: 1
- Total charge: -1
- HOMO: -4.4255 eV
- ΔE to the lowest compared entry with this formula, charge and spin: 2.492 eV

Atomic charges from the Löwdin analysis, expressed in e, are listed below: atom 1 (C): -0.08, atom 2 (C): -0.23, atom 3 (C): -0.13, atom 4 (C): -0.27, atom 5 (C): -0.02, atom 6 (C): -0.04, atom 7 (C): -0.14, atom 8 (C): -0.13, atom 9 (C): -0.04, atom 10 (N): 0.04, atom 11 (H): 0.10, atom 12 (H): 0.10, atom 13 (H): 0.10, atom 14 (H): 0.06, atom 15 (H): 0.13, atom 16 (H): 0.07, atom 17 (H): 0.03, atom 18 (H): 0.12, atom 19 (H): 0.06, atom 20 (C): -0.04, atom 21 (C): -0.77, atom 22 (O): -0.08, atom 23 (O): -0.06, atom 24 (H): 0.07, atom 25 (H): 0.04, atom 26 (H): 0.09

Record 4
Below is 2 unconnected molecules or ions with the total composition C11H12NO2, with properties calculated with wB97M-V/def2-TZVPD.

Structure (XYZ):
```
26
Properties=species:S:1:pos:R:3
C 0.496 4.290 1.957
C 0.481 4.581 0.429
O 1.596 4.510 -0.139
O -0.644 4.791 -0.077
H 1.439 4.619 2.390
H 0.548 3.201 2.045
H -0.384 4.694 2.446
C -0.627 -4.288 -0.604
C 0.284 -0.700 -1.094
C -0.139 -1.751 -0.255
C -0.021 -2.980 -0.993
C 0.397 -2.631 -2.242
C -0.274 0.839 0.594
C 0.241 0.624 -0.665
C -0.717 -0.174 1.446
C -0.654 -1.494 1.014
N 0.521 -1.257 -2.331
H -0.411 1.874 0.869
H 0.566 1.467 -1.256
H -1.114 0.060 2.429
H -1.013 -2.305 1.640
H 1.117 -0.792 -2.998
H 0.755 -3.182 -3.096
H -0.631 -4.461 0.480
H -0.150 -5.185 -1.021
H -1.664 -4.350 -0.967
```

- 2S+1: 1
- Total charge: -1
- HOMO: -3.9819 eV
- ΔE to the lowest compared entry with this formula, charge and spin: 0.985 eV

Atomic charges from the Löwdin analysis, expressed in e, are listed below: atom 1 (C): -0.06, atom 2 (C): -0.82, atom 3 (O): -0.12, atom 4 (O): -0.11, atom 5 (H): 0.05, atom 6 (H): 0.03, atom 7 (H): 0.05, atom 8 (C): -0.07, atom 9 (C): -0.21, atom 10 (C): -0.16, atom 11 (C): -0.24, atom 12 (C): -0.08, atom 13 (C): -0.08, atom 14 (C): 0.01, atom 15 (C): -0.09, atom 16 (C): -0.04, atom 17 (N): 0.06, atom 18 (H): 0.08, atom 19 (H): 0.12, atom 20 (H): 0.10, atom 21 (H): 0.10, atom 22 (H): 0.15, atom 23 (H): 0.11, atom 24 (H): 0.07, atom 25 (H): 0.07, atom 26 (H): 0.08

Record 5
Below is a gas-phase ion, C11H12NO3 (charge +1), with properties calculated with wB97M-V/def2-TZVPD.

Structure (XYZ):
```
27
Properties=species:S:1:pos:R:3
C -2.987 1.157 -0.266
C -1.636 0.965 -0.380
C -3.314 -1.227 0.021
C -1.952 -1.444 -0.104
C -3.857 0.061 -0.063
C -1.381 -2.763 -0.001
C -1.112 -0.326 -0.311
C -0.114 -3.083 -0.054
C 1.204 0.147 -0.324
C 4.498 -0.302 0.456
C 3.547 0.500 -0.417
N -5.181 0.263 0.054
O 0.989 -3.422 -0.076
O 0.220 -0.636 -0.491
O 2.367 -0.282 -0.661
H -3.399 2.150 -0.345
H -0.991 1.809 -0.571
H -3.972 -2.066 0.181
H -2.065 -3.589 0.140
H 1.075 1.164 0.060
H 5.391 0.287 0.644
H 4.034 -0.551 1.408
H 4.782 -1.223 -0.047
H 3.995 0.686 -1.397
H 3.279 1.453 0.051
H -5.571 1.179 -0.075
H -5.813 -0.513 0.145
```

- 2S+1: 1
- Total charge: +1
- HOMO (spin up / spin down): -11.2039 / -11.2035 eV
- ΔE to the lowest compared entry with this formula, charge and spin: 0.000 eV

Atomic charges from the Löwdin analysis, expressed in e, are listed below: atom 1 (C): -0.01, atom 2 (C): -0.01, atom 3 (C): 0.03, atom 4 (C): -0.15, atom 5 (C): -0.30, atom 6 (C): -0.01, atom 7 (C): -0.18, atom 8 (C): -0.16, atom 9 (C): -0.06, atom 10 (C): -0.04, atom 11 (C): -0.17, atom 12 (N): 0.14, atom 13 (O): 0.23, atom 14 (O): 0.14, atom 15 (O): 0.09, atom 16 (H): 0.12, atom 17 (H): 0.12, atom 18 (H): 0.13, atom 19 (H): 0.14, atom 20 (H): 0.19, atom 21 (H): 0.09, atom 22 (H): 0.09, atom 23 (H): 0.09, atom 24 (H): 0.14, atom 25 (H): 0.13, atom 26 (H): 0.11, atom 27 (H): 0.11

Record 6
Below is 2 unconnected molecules or ions with the total composition C11H12O, with properties calculated with wB97M-V/def2-TZVPD.

Structure (XYZ):
```
24
Properties=species:S:1:pos:R:3
C -3.546 -0.897 -0.094
C -2.923 -0.232 -1.075
C -3.139 -0.840 1.199
C -1.778 0.506 -0.776
C -2.022 -0.002 1.540
C -1.404 0.713 0.503
C 0.433 2.547 0.795
C 0.738 -1.146 -0.552
C -0.052 1.308 0.704
C 1.351 -0.098 -0.056
C 3.659 -0.163 -0.543
O 2.604 0.442 0.128
H -4.379 -1.657 -0.211
H -3.038 -0.511 -2.069
H -3.698 -1.450 1.873
H -1.185 0.870 -1.502
H -1.545 0.093 2.430
H 1.534 2.699 0.617
H -0.161 3.409 1.017
H 1.360 -1.752 -1.162
H -0.339 -1.316 -0.414
H 4.680 -0.101 -0.010
H 3.800 0.127 -1.605
H 3.479 -1.273 -0.606
```

- 2S+1: 1
- HOMO: -8.8070 eV
- ΔE to the lowest compared entry with this formula, charge and spin: 4.862 eV

Atomic charges from the Löwdin analysis, expressed in e, are listed below: atom 1 (C): -0.14, atom 2 (C): -0.07, atom 3 (C): -0.06, atom 4 (C): -0.07, atom 5 (C): 0.01, atom 6 (C): -0.27, atom 7 (C): 0.02, atom 8 (C): 0.03, atom 9 (C): -0.05, atom 10 (C): -0.16, atom 11 (C): -0.12, atom 12 (O): -0.13, atom 13 (H): 0.13, atom 14 (H): 0.09, atom 15 (H): 0.09, atom 16 (H): 0.09, atom 17 (H): 0.08, atom 18 (H): 0.07, atom 19 (H): 0.05, atom 20 (H): 0.04, atom 21 (H): 0.07, atom 22 (H): 0.12, atom 23 (H): 0.10, atom 24 (H): 0.09

Record 7
Below is a molecular structure, C11H12O9ReS4, with properties calculated with wB97M-V/def2-TZVPD.

Structure (XYZ):
```
37
Properties=species:S:1:pos:R:3
Re 0.119 -0.558 0.820
O -3.685 -2.151 1.669
C -2.444 -1.885 1.332
O -1.841 -0.909 1.752
C -1.851 -2.891 0.374
O -0.485 -2.589 0.103
C 0.464 -3.540 0.645
C 0.763 -3.138 2.085
O 0.977 -3.946 2.951
O 0.774 -1.832 2.239
H -3.996 -1.458 2.273
H -1.959 -3.886 0.808
H -2.419 -2.851 -0.557
H 0.075 -4.552 0.559
H 1.364 -3.426 0.041
O 6.112 2.497 1.944
C 5.053 1.998 1.708
S 3.581 2.306 2.658
C 2.551 1.240 1.739
C 3.107 0.553 0.715
S 2.114 -0.439 -0.281
S 4.802 0.795 0.412
S 0.859 1.144 2.024
C -2.082 2.957 -2.214
C -0.909 2.098 -1.759
C 0.280 2.236 -2.704
O -0.447 2.529 -0.489
C -1.333 0.618 -1.757
O -1.921 0.141 -2.697
O -1.012 -0.126 -0.708
H -1.764 3.999 -2.249
H -2.921 2.868 -1.518
H -2.435 2.649 -3.196
H 0.592 3.279 -2.731
H 0.007 1.909 -3.706
H 1.118 1.633 -2.351
H -1.209 2.731 0.064
```

- 2S+1: 2
- HOMO (spin up / spin down): -7.9150 / -7.9366 eV
- ΔE to the lowest compared entry with this formula, charge and spin: 0.276 eV

Atomic charges from the Löwdin analysis, expressed in e, are listed below: atom 1 (Re): 1.09, atom 2 (O): 0.19, atom 3 (C): -0.44, atom 4 (O): 0.00, atom 5 (C): -0.05, atom 6 (O): -0.26, atom 7 (C): -0.06, atom 8 (C): -0.58, atom 9 (O): 0.11, atom 10 (O): -0.22, atom 11 (H): 0.16, atom 12 (H): 0.16, atom 13 (H): 0.16, atom 14 (H): 0.14, atom 15 (H): 0.13, atom 16 (O): -0.04, atom 17 (C): -0.99, atom 18 (S): 0.99, atom 19 (C): -1.08, atom 20 (C): -1.10, atom 21 (S): 0.65, atom 22 (S): 0.99, atom 23 (S): 0.68, atom 24 (C): -0.01, atom 25 (C): -0.55, atom 26 (C): 0.00, atom 27 (O): -0.05, atom 28 (C): -0.52, atom 29 (O): 0.11, atom 30 (O): -0.23, atom 31 (H): 0.09, atom 32 (H): 0.09, atom 33 (H): 0.09, atom 34 (H): 0.10, atom 35 (H): 0.10, atom 36 (H): 0.07, atom 37 (H): 0.09

Record 8
Below is C11H12S3 in the gas phase, with properties calculated with wB97M-V/def2-TZVPD.

Structure (XYZ):
```
26
Properties=species:S:1:pos:R:3
C 2.160 2.751 0.399
C 0.859 2.681 1.136
C 2.612 1.670 -0.279
C 0.250 1.444 1.070
C 1.993 0.431 -0.227
C 0.824 0.249 0.495
C 0.892 -2.342 0.641
C -1.777 -0.219 -1.076
C -2.900 -0.485 -0.158
C 0.013 -1.087 0.417
C -0.650 -1.187 -0.942
S 0.816 -2.905 2.160
S -1.646 1.079 -2.010
S -1.256 -2.945 -1.162
H 2.767 3.705 0.361
H 0.382 3.537 1.655
H 3.595 1.775 -0.706
H -0.720 1.286 1.471
H 2.560 -0.301 -0.754
H 1.327 -2.678 -0.229
H -3.142 -1.518 0.112
H -2.615 0.018 0.797
H -3.849 0.035 -0.542
H -0.734 -1.109 1.243
H 0.170 -1.151 -1.647
H -1.931 -2.735 -2.227
```

- 2S+1: 3
- HOMO (spin up / spin down): -7.1012 / -8.6927 eV

Atomic charges from the Löwdin analysis, expressed in e, are listed below: atom 1 (C): -0.07, atom 2 (C): -0.04, atom 3 (C): -0.12, atom 4 (C): -0.07, atom 5 (C): -0.05, atom 6 (C): -0.16, atom 7 (C): -0.69, atom 8 (C): -0.89, atom 9 (C): -0.15, atom 10 (C): -0.41, atom 11 (C): -0.62, atom 12 (S): 0.82, atom 13 (S): 0.79, atom 14 (S): 0.81, atom 15 (H): 0.11, atom 16 (H): 0.11, atom 17 (H): 0.10, atom 18 (H): 0.09, atom 19 (H): 0.11, atom 20 (H): 0.03, atom 21 (H): 0.06, atom 22 (H): 0.09, atom 23 (H): 0.11, atom 24 (H): 0.11, atom 25 (H): 0.10, atom 26 (H): -0.16

Record 9
Below is C11H13BCl2FNO3 in the gas phase, with properties calculated with wB97M-V/def2-TZVPD.

Structure (XYZ):
```
32
Properties=species:S:1:pos:R:3
C -2.657 1.742 2.042
C -1.371 2.559 1.881
Cl -1.548 4.184 2.633
C -0.958 2.773 0.421
C -0.600 1.477 -0.234
C -1.314 0.810 -1.138
Cl -2.812 1.366 -1.763
C -0.774 -0.440 -1.782
O -1.101 -0.715 -2.908
C 0.187 -1.271 -0.984
B 0.235 -2.856 -1.283
N -0.396 -3.457 -2.449
O 0.858 -3.695 -0.400
C 0.947 -0.594 -0.099
C 2.140 -1.110 0.660
C 3.408 -0.995 -0.176
F 3.496 -2.054 -1.067
C 0.721 0.884 0.117
O 1.595 1.571 0.600
H -2.470 0.842 2.630
H -3.417 2.314 2.570
H -3.056 1.436 1.074
H -0.551 2.089 2.422
H -1.766 3.270 -0.116
H -0.093 3.436 0.406
H -1.384 -3.226 -2.493
H -0.018 -3.110 -3.326
H 0.687 -3.534 0.529
H 2.301 -0.483 1.538
H 2.013 -2.131 0.998
H 4.295 -1.008 0.459
H 3.403 -0.073 -0.760
```

- 2S+1: 1
- HOMO: -9.4616 eV

Atomic charges from the Löwdin analysis, expressed in e, are listed below: atom 1 (C): -0.10, atom 2 (C): -0.71, atom 3 (Cl): 0.61, atom 4 (C): -0.20, atom 5 (C): -0.17, atom 6 (C): -0.51, atom 7 (Cl): 0.79, atom 8 (C): -0.36, atom 9 (O): 0.10, atom 10 (C): 0.06, atom 11 (B): -0.52, atom 12 (N): 0.15, atom 13 (O): 0.16, atom 14 (C): -0.08, atom 15 (C): -0.11, atom 16 (C): -0.17, atom 17 (F): -0.03, atom 18 (C): -0.28, atom 19 (O): 0.13, atom 20 (H): 0.08, atom 21 (H): 0.06, atom 22 (H): 0.05, atom 23 (H): 0.09, atom 24 (H): 0.10, atom 25 (H): 0.12, atom 26 (H): 0.07, atom 27 (H): 0.08, atom 28 (H): 0.10, atom 29 (H): 0.12, atom 30 (H): 0.11, atom 31 (H): 0.12, atom 32 (H): 0.13